1.
This record from the Open Molecules 2025 dataset describes a 3-piece molecular cluster, C3H9NS2 overall. The level of theory is ωB97M-V with the def2-TZVPD basis set.

The geometry in XYZ format:
```
15
Properties=species:S:1:pos:R:3:forces:R:3
H -1.141 1.070 1.129 0.1 -0.2 -0.2
S -2.708 -1.015 -1.016 -2.5 1.8 2.3
H 1.895 -1.449 0.137 -0.9 -0.7 0.3
S 4.118 0.201 0.527 -0.7 -0.3 -0.1
N 1.546 -0.623 -0.335 1.3 0.6 0.6
H 2.474 -0.189 -0.490 0.1 0.6 -1.3
C 0.817 0.279 0.574 -0.4 0.2 1.5
C -0.717 0.257 0.531 -0.6 -1.3 -2.0
H -3.784 0.178 -0.051 2.2 -2.7 -2.1
H -1.857 0.897 -1.491 1.4 0.9 0.7
H 1.165 1.311 0.443 0.1 -0.4 0.0
H 1.025 -0.068 1.598 0.2 0.7 -0.1
H -1.033 -0.718 0.932 0.0 0.5 0.4
H -0.492 -0.256 -1.552 -0.3 -0.1 -0.2
C -1.309 0.124 -0.934 -0.2 0.3 0.3
```
Forces are in eV/Å.

The orbital gap is 5.60 eV. As for the LUMO energy: -3.45 eV.

Mulliken population analysis, charges in e, atoms 1 to 2: 0.375, -0.230

2.
This record from the Open Molecules 2025 dataset describes C2HAgLiO2 as an isolated structure. The level of theory is ωB97M-V with the def2-TZVPD basis set.

The geometry in XYZ format:
```
7
Properties=species:S:1:pos:R:3:forces:R:3
O 1.162 0.638 -0.047 -0.4 -1.1 0.2
O -1.922 -1.393 -0.650 3.5 0.9 0.3
C -0.909 -0.861 -0.537 -4.6 -1.6 -0.4
Li -0.771 1.273 -1.101 0.1 0.1 -0.9
H 1.186 -1.216 0.944 0.1 -0.4 1.0
C 0.957 -0.556 0.128 0.9 1.1 -1.4
Ag 0.297 2.114 1.263 0.4 0.9 1.3
```
Forces are in eV/Å.

The orbital gap (spin up / spin down) is 6.68 / 10.91 eV. The expectation value of S² is 0.76. Its multiplicity is 2. The charge is +2. As for the LUMO energy (spin up / spin down): -11.42 / -11.28 eV.

Mulliken population analysis, charges in e, atoms 1 to 2: -0.656, -0.047

3.
This record from the Open Molecules 2025 dataset describes a 2-piece molecular cluster, C9H13FN2O2 overall. The level of theory is ωB97M-V with the def2-TZVPD basis set.

The geometry in XYZ format:
```
27
Properties=species:S:1:pos:R:3:forces:R:3
C 1.432 2.063 -0.652 0.0 0.0 0.0
H 2.301 -2.455 1.003 -0.1 0.0 0.1
C -0.014 4.374 -0.346 0.0 0.0 0.0
H 1.532 5.311 -1.502 0.0 0.0 0.0
N -3.165 -3.326 0.439 -0.4 0.2 -0.3
F 2.152 0.925 -0.803 0.0 0.0 0.0
C -2.535 -2.108 0.803 0.0 -0.1 -0.5
C 0.254 2.011 0.063 0.0 0.1 0.1
H -0.411 -1.436 1.327 -0.2 -0.1 0.0
H 1.736 -3.974 0.318 0.0 0.1 0.0
H 0.013 -2.927 -0.953 0.0 0.0 0.1
C -0.468 3.187 0.215 0.0 0.0 0.0
C 1.407 -3.015 0.723 0.0 0.0 0.0
O -1.716 -1.593 -0.177 0.1 -0.6 0.0
C 1.175 4.389 -1.062 0.0 0.0 0.0
C 0.572 -2.249 -0.304 0.0 0.0 0.0
H -1.395 3.171 0.774 0.0 0.0 0.0
N -0.385 -1.323 0.317 0.2 0.7 0.1
H -2.523 -4.102 0.566 0.0 0.0 0.1
H 0.834 -3.220 1.633 0.0 0.0 -0.1
H 2.845 3.210 -1.769 0.0 0.0 0.0
H -0.586 5.284 -0.225 0.0 0.0 0.0
O -2.709 -1.550 1.835 0.3 0.0 0.6
H 1.232 -1.647 -0.934 -0.1 -0.1 -0.1
H -0.079 1.070 0.478 0.0 0.0 -0.1
H -3.413 -3.296 -0.547 0.2 -0.1 0.0
C 1.914 3.225 -1.220 0.0 0.0 0.0
```
Forces are in eV/Å.

The orbital gap is 9.80 eV. The SMILES is CCNOC(N)=O.Fc1ccccc1. As for the LUMO energy: 0.68 eV.

Mulliken population analysis, charges in e, atoms 1 to 2: 0.344, 0.297

4.
This record from the Open Molecules 2025 dataset describes a 5-piece molecular cluster, CH12O4 overall. The level of theory is ωB97M-V with the def2-TZVPD basis set.

The geometry in XYZ format:
```
17
Properties=species:S:1:pos:R:3:forces:R:3
H 0.772 -1.621 1.643 -0.3 0.3 0.3
H 1.412 -1.282 -0.562 0.7 -0.3 0.4
O -0.012 -1.062 1.786 0.2 -1.1 -0.4
H -1.380 -0.315 -0.816 -0.4 -0.3 0.4
C 2.004 -0.643 -1.207 -0.5 1.1 -0.7
H -2.537 -0.844 0.011 -0.5 0.1 0.1
O -0.666 1.475 -1.170 -1.3 1.7 0.2
H -0.604 -1.346 1.057 0.1 0.3 0.2
O 0.598 1.423 1.229 0.2 0.0 0.0
H 3.090 -0.642 -1.238 0.0 -0.9 0.4
H -0.120 1.498 -0.350 0.5 -1.5 -1.1
H 1.630 -0.839 -2.215 0.1 0.2 0.0
H -0.244 1.883 1.257 -0.1 0.0 0.8
H 0.485 0.527 1.658 -0.4 0.8 -0.6
H -0.764 0.793 -1.827 1.1 -0.2 0.1
H 1.773 0.390 -0.940 -0.3 -0.1 -0.1
O -1.870 -1.136 -0.609 0.7 0.0 0.0
```
Forces are in eV/Å.

The orbital gap is 11.87 eV. The SMILES is C.O.O.O.O. As for the LUMO energy: 0.46 eV.

Mulliken population analysis, charges in e, atoms 1 to 2: 0.341, 0.128

5.
This record from the Open Molecules 2025 dataset describes C5H6AuBiCl2N2O4 as an isolated structure. The level of theory is ωB97M-V with the def2-TZVPD basis set.

The geometry in XYZ format:
```
21
Properties=species:S:1:pos:R:3:forces:R:3
H 0.821 4.213 3.355 0.1 0.0 -0.1
C 3.098 0.417 -0.924 10.0 1.7 -2.3
Cl 0.492 1.911 -2.058 0.3 -1.6 1.1
Cl -4.748 -4.421 -0.999 0.1 0.0 1.5
H 2.580 2.519 3.820 0.0 0.1 -0.1
Au -4.650 -4.138 -3.241 0.7 1.0 0.4
H 2.356 4.659 2.582 -0.1 -0.1 0.0
C 1.547 3.924 2.591 -0.2 0.9 0.1
O -6.630 -6.465 -3.797 2.3 2.8 0.4
C -5.911 -5.599 -3.635 -4.3 -5.1 -0.6
O -4.399 -3.767 -6.322 -0.6 -0.7 4.8
C 2.016 1.549 2.127 1.6 0.6 3.8
C -4.503 -3.895 -5.187 1.3 1.6 -6.7
H 2.533 -0.453 1.894 0.2 0.3 0.7
O 4.233 0.616 -1.178 -7.7 -1.2 1.7
N 2.584 0.361 2.500 -0.4 0.8 -0.4
N 2.098 2.622 2.933 0.1 -2.0 -1.1
H 3.066 0.287 3.393 -0.1 -0.2 -0.4
H 1.055 3.928 1.615 0.2 -0.2 0.3
Bi 0.952 0.036 -0.507 -2.1 3.0 0.4
O 1.410 1.698 1.037 -1.4 -1.7 -3.6
```
Forces are in eV/Å.

The orbital gap (spin up / spin down) is 6.12 / 1.49 eV. The expectation value of S² is 2.01. Its multiplicity is 3. The charge is +4. As for the LUMO energy (spin up / spin down): -14.33 / -18.97 eV.

Mulliken population analysis, charges in e, atoms 1 to 2: 0.324, 0.339

6.
This record from the Open Molecules 2025 dataset describes a 10-piece molecular cluster, C40H71N3O21 overall. The level of theory is ωB97M-V with the def2-TZVPD basis set.

The geometry in XYZ format:
```
135
Properties=species:S:1:pos:R:3:forces:R:3
H -6.715 -1.288 -1.388 -0.3 -0.4 0.2
C -4.459 -7.744 4.713 -0.3 0.1 0.7
O -5.224 6.303 6.422 -0.4 0.2 -1.1
H 1.965 6.904 -6.938 -0.2 -0.3 0.3
H 1.320 4.869 2.194 0.2 0.0 -0.7
H 6.533 -3.155 3.413 0.0 -0.3 0.0
H 9.520 3.689 -2.766 -0.2 -0.2 -0.3
H -7.025 -9.049 6.096 0.3 -0.1 -0.3
H 0.611 -4.081 2.061 0.4 0.3 -0.2
C 1.056 -8.324 -5.827 -1.3 0.9 0.2
C -5.472 -7.540 3.758 -0.4 -0.5 -0.6
O 1.065 6.408 0.017 -0.4 -0.8 -0.7
H 3.985 6.804 -2.778 0.5 -0.4 0.2
H -9.624 -3.786 2.083 0.1 -0.1 -0.3
N 2.096 -1.193 -8.169 -1.0 -0.4 0.6
H 0.635 -7.458 -6.338 0.4 0.7 0.3
H 9.114 6.310 -6.034 0.3 0.0 0.4
H 7.887 4.671 -4.731 0.0 -0.4 0.3
H 1.407 1.081 -1.071 -0.1 -0.2 0.2
H -4.176 3.896 3.077 0.1 0.7 0.4
O 2.823 -7.667 -2.856 -0.5 -0.3 0.2
C 0.268 -3.110 1.705 -0.8 0.8 -0.3
O 2.071 -8.001 -4.858 0.0 -0.3 -0.5
C -4.780 -2.243 -1.435 1.0 -0.2 -0.8
H 5.004 -3.970 2.879 0.3 0.1 -0.3
C -0.824 5.472 -6.214 -4.7 -0.3 -2.9
C 1.086 -1.055 0.867 -2.2 2.9 -1.6
H 2.184 -3.248 -7.656 0.1 0.1 0.3
C -2.492 4.490 -4.811 -2.9 -0.7 -0.3
H 5.928 -5.487 4.490 0.1 0.0 -0.1
H 4.349 0.590 -0.442 0.0 0.3 0.3
N -6.341 -8.684 5.449 -0.1 -0.1 -0.4
H 3.806 -7.661 0.440 -0.2 0.3 0.0
H -5.267 -7.065 2.810 -0.5 0.0 0.0
C 5.533 -4.538 4.853 0.9 0.0 -0.5
H 4.769 7.124 -1.181 -0.3 -0.1 0.2
O 2.318 -4.914 6.251 0.9 0.4 -0.4
C -6.634 -8.172 4.191 1.4 0.7 0.2
O 0.414 5.751 -6.119 3.2 0.6 0.5
H -4.551 -8.657 6.699 -0.4 -0.3 0.0
H -3.484 -7.281 4.740 0.0 -0.3 -0.2
O -1.545 5.585 -7.241 2.0 -0.5 2.9
H -6.847 8.323 6.505 0.1 0.3 0.3
H 3.226 -9.080 -0.374 -0.1 0.0 -0.2
H 1.346 0.819 -8.119 0.3 -0.1 -0.3
C -8.762 -3.400 2.628 -0.7 0.4 0.4
H -3.742 3.994 -2.993 0.2 -0.6 -0.4
C 10.950 5.134 -3.586 -1.0 1.2 -1.6
C 3.885 7.274 -1.800 0.5 0.5 -1.4
H -0.429 -3.207 0.872 -0.4 -0.4 0.4
C 3.698 -8.113 -0.546 -0.3 0.5 -0.7
H 0.215 7.651 1.397 0.1 0.1 0.0
C 0.340 6.587 1.194 -0.2 0.1 2.8
C 0.887 -0.418 -6.396 -0.2 -1.4 -1.9
H 4.717 -8.284 -0.893 -0.1 0.1 -0.4
H -0.175 -2.530 2.515 -0.2 -0.3 0.0
H 0.288 0.256 -5.801 0.1 -0.1 0.0
C 1.401 -0.151 -7.646 0.4 2.5 0.4
O 2.141 -0.514 0.128 -0.5 -1.1 0.8
O -7.746 -1.010 1.367 1.6 -3.6 -0.5
H 1.070 -5.110 7.968 1.3 -0.1 0.5
O -7.629 -3.322 1.793 1.5 1.4 -1.4
H 1.412 -8.922 -6.667 0.5 -0.4 0.8
H 6.153 -4.292 5.715 -0.4 0.4 0.1
C -7.226 -2.139 1.182 -2.5 2.1 0.9
C -7.104 7.595 7.275 -1.2 -0.6 -0.9
H 3.848 2.289 -0.884 -0.2 0.0 0.8
C -5.883 -1.547 -0.733 0.0 1.2 0.7
H 1.845 5.181 -7.526 0.3 0.0 0.6
H 3.566 1.016 -1.939 0.1 -0.4 -0.1
H -3.878 -2.247 -0.823 -0.1 -0.4 0.2
N 9.527 5.834 -5.245 -0.1 -0.4 1.9
H 2.607 -1.213 -9.039 -0.3 0.0 0.3
C 9.752 4.386 -3.557 0.4 -0.5 2.2
C 5.542 -3.504 3.704 -0.8 -0.4 0.7
H -2.896 5.443 -2.931 0.6 0.1 0.1
C -5.019 -8.449 5.748 0.0 0.6 0.1
H 0.170 -8.710 -5.325 0.3 -0.6 0.0
H -5.929 5.961 8.316 -0.7 0.0 -0.1
O 0.609 -7.264 -3.227 1.3 -0.7 -1.1
O 0.016 -0.416 1.058 3.4 -2.3 -0.1
H 11.405 6.762 -5.027 0.0 0.1 0.0
C -2.779 4.417 -3.278 0.1 0.7 -1.2
H -7.565 -8.293 3.657 0.0 -0.1 0.4
C 1.865 -2.265 -7.342 -0.9 -0.2 1.1
H -4.494 2.974 4.587 0.5 -0.2 -0.2
C 2.142 7.121 -0.171 2.6 2.4 -0.2
H -1.934 3.918 -2.803 -0.2 0.1 0.2
H -5.555 -0.626 -0.252 0.1 0.2 -0.3
H -5.062 -3.250 -1.745 0.0 -0.1 0.3
O -4.674 4.969 4.840 0.7 2.1 -0.7
O 2.641 8.040 0.481 -1.5 -1.8 -0.4
H -3.207 5.087 -5.377 -0.5 0.2 0.4
H -7.887 7.005 6.799 -0.1 -0.3 0.1
O 2.694 6.718 -1.329 -1.1 -0.8 0.5
C 2.170 0.897 -0.315 0.3 -0.1 1.1
C 3.580 1.233 -0.871 -0.8 -0.9 -0.9
O -1.275 5.056 -5.008 3.7 1.3 -0.2
H -5.812 3.657 3.799 -0.1 0.1 -0.5
C 1.310 6.079 -7.219 -1.1 -0.4 -0.8
H 1.514 -3.409 7.461 0.7 -0.2 0.5
H 1.954 1.489 0.575 -0.1 0.1 -0.1
C 3.609 -4.388 6.294 -1.9 -2.4 -1.7
O -6.091 4.201 6.366 -1.4 -0.1 0.5
C 1.066 -1.831 -6.264 1.3 0.2 -0.2
H -9.074 -2.445 3.051 0.4 0.1 0.0
C 2.806 -7.209 -1.469 0.5 -0.1 0.7
C -5.483 5.116 5.902 1.9 -1.3 -0.3
H 11.805 5.025 -2.934 0.0 0.2 -0.3
H 1.887 6.398 2.813 -0.1 0.2 -0.3
O 4.196 -4.868 5.201 -0.7 -0.1 -0.3
H 0.721 -2.340 -5.376 0.2 -0.6 -0.3
C 1.706 -7.621 -3.630 -0.6 0.7 1.6
H 1.843 -7.146 -0.963 -0.5 -0.5 -0.8
H 3.106 -6.162 -1.498 0.6 -0.1 0.0
H 0.771 6.331 -8.132 -0.4 0.4 0.3
H 4.935 -2.641 3.975 0.1 0.1 0.2
H -4.466 -1.749 -2.354 -0.3 0.3 0.0
H -0.661 6.157 1.160 0.2 -0.1 -1.0
C 10.706 6.047 -4.617 3.0 0.4 -0.2
H -5.120 7.452 7.919 -0.1 0.1 0.6
C -4.758 3.852 3.998 -1.5 -1.7 1.0
H -2.534 3.547 -5.357 0.1 -0.5 0.5
O -6.239 -2.421 0.340 -0.9 -1.2 0.7
C 1.354 -4.443 7.154 -1.4 1.0 0.8
C 1.012 5.894 2.402 0.2 -0.4 0.2
H 0.337 -4.339 6.775 0.2 -0.3 -1.5
H -7.592 8.057 8.134 0.5 0.1 0.1
H 0.335 5.696 3.233 -0.4 0.6 0.0
H -8.539 -4.110 3.425 0.2 0.1 0.0
C -5.900 6.769 7.584 1.7 0.5 0.8
H 3.806 8.319 -2.103 -0.3 0.3 0.7
O 4.107 -3.759 7.140 0.7 1.8 1.9
C 8.907 4.894 -4.456 -2.4 -0.3 -2.5
O 1.332 -2.344 1.152 1.4 1.3 -0.2
```
Forces are in eV/Å.

The orbital gap is 8.40 eV. The SMILES is CCOC(=O)OC.CCOC(=O)OC.CCOC(=O)OC.CCOC(=O)OC.CCOC(=O)OC.CCOC(=O)OC.CCOC(=O)OC.c1cc[nH]c1.c1cc[nH]c1.c1cc[nH]c1. As for the LUMO energy: 0.21 eV.

Mulliken population analysis, charges in e, atoms 1 to 2: 0.320, -0.364

Number 1: largest force on an atom 4.13 eV/A, energy -970.59878 a.u.. Number 2: largest force on an atom 4.91 eV/A, energy -380.96588 a.u.. Number 3: largest force on an atom 0.69 eV/A, energy -710.52972 a.u.. Number 4: largest force on an atom 2.12 eV/A, energy -346.22639 a.u.. Number 5: largest force on an atom 10.43 eV/A, energy -1873.46077 a.u.. Number 6: largest force on an atom 5.54 eV/A, energy -3310.90792 a.u..